The following is a DFT calculation (the ωB97M-V functional and the def2-TZVPD basis) of a cluster of 40 separate species, H80O40 in total at a distorted geometry.

Last column: Mulliken charge in e.
CARTESIAN COORDINATES (ANGSTROEM)
H (5.37909, 0.01360, -3.50467)  0.36
O (4.76991, -3.73508, -0.58113)  -0.65
H (-6.55234, 1.12396, 1.09776)  0.34
O (-1.14020, -0.54520, -4.69044)  -0.61
H (0.86836, -3.33229, 0.86775)  -0.50
H (-1.67298, 4.13858, -1.94129)  0.25
H (1.00712, -4.11101, -5.25645)  0.35
H (-0.09025, -4.25964, 1.98787)  0.48
H (-5.60112, -0.48778, 1.48563)  0.49
H (0.25004, 2.45500, 5.35374)  0.36
H (-4.44129, -1.14483, 2.29325)  0.29
H (1.77462, -1.50989, -5.85311)  0.40
H (3.04601, -1.14725, 0.52745)  -0.13
H (1.98446, -5.45764, 2.24084)  0.33
O (-3.14813, 0.44404, 1.84532)  -0.45
O (-1.90150, 2.53996, -0.11529)  -0.59
H (0.99555, -4.24576, -0.30474)  0.41
H (1.82521, -0.07104, 1.88833)  -0.11
H (5.35557, -4.17509, 0.04475)  0.29
O (-2.35561, 4.77116, -1.67192)  -0.65
O (-0.74741, -4.72750, 1.46016)  -0.69
H (3.07007, 0.07454, 3.02208)  0.36
H (-1.74882, -0.08093, -4.08722)  0.20
O (-5.03919, -1.28919, 1.55611)  -0.65
O (-1.39867, 3.96586, 5.03556)  -0.75
H (6.01909, -0.38318, -1.42078)  0.31
H (-3.03550, 4.47899, -2.27605)  0.37
O (1.58621, -3.75188, 0.29085)  -0.14
O (1.76029, -4.70053, 2.83728)  -0.70
H (-1.70509, -1.66139, -1.06279)  -0.09
O (5.82163, -0.98390, -2.12172)  -0.69
O (0.83356, -5.32052, -3.11258)  -0.54
H (0.11151, 3.69471, -4.53783)  0.31
H (2.31108, 3.00093, 4.51934)  0.29
H (4.02437, -1.99702, -0.34420)  0.37
O (0.97233, 0.06912, 0.20738)  0.23
H (0.11134, -5.94321, -3.06589)  0.30
H (-3.14440, -0.47179, 1.58744)  0.25
H (-0.63654, -1.96641, 2.13954)  0.15
H (3.85794, -3.86769, -0.29025)  0.33
H (1.40377, -3.27495, -4.19134)  0.26
O (-1.85363, -5.70504, -2.09689)  -0.69
H (3.59447, -0.00285, 4.93187)  0.30
H (3.75599, 1.52829, 4.54250)  0.30
H (3.74071, 1.18849, -2.00203)  0.28
H (0.49294, 1.00549, -1.33534)  0.08
H (1.95288, 3.27729, 3.05169)  0.30
O (0.26726, -2.18126, 1.86156)  0.04
H (-2.48675, 3.28262, -0.00097)  0.45
H (0.70719, 5.19221, 2.39898)  0.30
O (-0.14602, 2.13674, 6.15854)  -0.77
H (-4.34967, -1.74880, -0.16803)  0.18
H (-0.47549, 3.21125, 3.58804)  0.37
H (5.08563, -1.56940, -2.04694)  0.31
O (-4.67059, -1.46811, -1.01395)  -0.39
O (0.64209, 3.41087, 0.55089)  -0.49
O (4.74031, 0.54318, -3.96827)  -0.66
H (1.07875, -0.22589, -5.46026)  0.29
H (-0.49684, 5.97896, 3.12899)  0.36
H (-5.39394, -2.04678, -1.37203)  0.23
H (1.77500, -0.26275, -0.24618)  0.24
H (-0.53597, 0.18778, -4.90278)  0.30
O (-0.11254, 3.55919, -3.60923)  -0.60
H (2.94712, -1.82186, 4.93004)  0.20
O (-1.48678, -2.19237, -0.30482)  0.09
H (-2.73394, 0.53518, 2.71191)  0.25
O (2.07116, -0.02500, 2.83899)  0.03
H (-1.00167, 2.67124, -0.32777)  0.01
O (-4.48869, 2.52447, -0.18192)  -0.81
O (2.18267, -1.87641, 4.36407)  -0.47
H (1.53133, 5.05055, -1.63237)  0.26
H (-6.75698, 0.41683, -0.28942)  0.39
O (3.21104, -1.50396, -0.38318)  -0.77
O (-2.52223, -0.84486, -2.27439)  -0.66
O (-2.23325, 1.61133, -3.26963)  -0.71
H (-3.93083, 1.97192, 0.36778)  0.38
H (-5.60035, 0.41419, -1.61306)  0.32
H (-0.46611, 2.13330, 2.58135)  -0.05
O (0.12310, 2.56128, 3.19927)  -0.08
O (-6.82896, 0.25338, 0.64811)  -0.77
O (0.28794, 0.12206, 4.77046)  -0.80
H (0.32060, 2.94460, 1.35381)  0.11
H (-2.18552, -5.79063, -1.19089)  0.34
H (-5.69614, 1.84062, -1.33139)  0.44
O (-0.09260, 1.09275, -2.11456)  0.98
O (2.52778, 5.14308, -1.73650)  -0.60
H (4.39707, 0.16164, -4.78113)  0.32
H (-1.11117, 3.49721, 5.83809)  0.36
H (-3.92683, 2.63674, -1.04328)  0.32
H (-0.30518, 1.15684, 6.11623)  0.41
H (2.74483, 2.12224, -1.46151)  0.19
H (-1.75489, 2.46661, -3.32548)  0.27
H (-2.53338, 1.36041, -2.40752)  0.24
H (1.61882, -5.83111, -2.85977)  0.27
H (0.12168, -2.68137, -2.06581)  0.03
H (0.94178, 0.81972, 4.67973)  0.33
H (-1.59460, -4.74962, -2.00777)  0.32
H (-0.88953, -4.04848, 0.78650)  0.19
H (1.86879, -2.76533, 4.23413)  0.25
O (0.50334, 5.70182, 3.19896)  -0.67
H (-1.95869, -0.09305, -2.07515)  0.32
O (4.03889, 0.64068, 4.36333)  -0.69
O (1.38183, -3.19209, -5.15687)  -0.71
H (-0.63423, 4.59831, 5.00165)  0.32
H (2.47498, 5.76557, -0.99634)  0.33
O (0.78686, -2.04931, -1.76687)  -0.04
H (0.38342, -0.73334, 0.13256)  -0.03
O (3.27077, 1.34913, -1.15204)  -0.46
H (0.18820, 0.25217, -2.52595)  -0.12
O (-6.12469, 1.20608, -1.91064)  -0.77
O (1.67244, -0.59885, -6.11709)  -0.64
H (-3.04003, -0.64317, -3.04597)  0.42
H (-2.29919, -2.40309, 0.15397)  0.13
H (0.56384, 2.92536, -3.35408)  0.23
O (2.61482, 3.40215, 3.71986)  -0.71
H (1.60113, -2.44489, -1.47919)  -0.07
H (1.50837, 3.03512, 0.40964)  0.32
H (2.12463, -4.05487, 2.23884)  0.26
H (0.70736, -1.54972, 2.47863)  -0.20
H (0.80239, -0.70103, 4.58843)  0.32

For the HOMO-LUMO gap, the calculation gives 0.3704 Eh. The LUMO energy is -0.024 hartree. As for the HOMO energy: -10.73 eV. For the relative energy (zero: lowest compared OMol25 entry of this formula, charge and spin), the calculation gives 8.484 eV.